Entry 1
Molecular formula: CH3BrN2
Method: DFT, the ωB97M-V functional and the def2-TZVPD basis

Output
Kohn-Sham gap = 9.54 eV
lowest unoccupied orbital energy = 0.9 eV

Geometry as ORCA input:
```
! RIJCOSX wB97M-V def2-TZVPD def2/J DEFGRID3
* xyz 0 1
C 1.89 -0.74 2.97
N 1.04 -0.83 2.00
N 0.30 -1.17 1.21
Br -2.04 -0.82 -3.12
H 3.03 -0.81 2.81
H 1.62 -0.30 3.82
H -1.90 0.41 -2.67
*
```

Results of the Mulliken charge analysis, in e, for atoms 1 through 6:
1 C -0.37
2 N 0.31
3 N -0.39
4 Br -0.18
5 H 0.19
6 H 0.26

Entry 2
Molecular formula: CH3BrN2
Method: DFT, the ωB97M-V functional and the def2-TZVPD basis

Output
Kohn-Sham gap = 9.64 eV
lowest unoccupied orbital energy = 0.2 eV

Geometry as ORCA input:
```
! RIJCOSX wB97M-V def2-TZVPD def2/J DEFGRID3
* xyz 0 1
C 0.83 -0.12 0.00
N -0.11 0.95 -0.03
N -1.36 0.98 0.07
Br -2.32 -0.63 -0.04
H 1.81 0.27 0.20
H 0.69 -0.72 -1.01
H 0.46 -0.72 0.81
*
```

Results of the Mulliken charge analysis, in e, for atoms 1 through 6:
1 C -0.59
2 N -0.09
3 N -0.06
4 Br -0.12
5 H 0.26
6 H 0.28

Result of the stability comparison: entry 2 is the most stable of them.

Entry 1
Molecular formula: C32H37CrN4O4P2SSi
Method: DFT, the ωB97M-V functional and the def2-TZVPD basis

Output
Kohn-Sham gap (spin up / spin down) = 7.14 / 7.19 eV
lowest unoccupied orbital energy (spin up / spin down) = -0.4 / -0.5 eV

Geometry as ORCA input:
```
! RIJCOSX wB97M-V def2-TZVPD def2/J DEFGRID3
* xyz 0 4
Cr 1.26 1.14 -0.48
C 4.66 0.18 -0.59
P 3.02 -0.46 -1.09
C 3.10 -2.19 -0.57
C 3.15 -0.46 -2.92
C 3.66 -1.52 -3.65
C 3.79 -1.43 -5.03
C 3.44 -0.26 -5.68
C 2.93 0.81 -4.96
C 2.77 0.72 -3.58
P 1.97 2.05 -2.61
C 0.64 2.68 -3.66
C 3.14 3.43 -2.55
H 5.44 -0.40 -1.09
H 4.75 0.10 0.49
H 4.74 1.23 -0.84
H 4.05 -2.64 -0.87
H 2.28 -2.77 -1.00
H 3.02 -2.23 0.51
H 3.94 -2.44 -3.15
H 4.17 -2.27 -5.59
H 3.55 -0.18 -6.76
H 2.63 1.71 -5.48
H 0.00 1.85 -3.98
H 1.04 3.20 -4.53
H 0.04 3.36 -3.06
H 3.56 3.61 -3.54
H 3.94 3.24 -1.83
H 2.60 4.32 -2.22
C -3.90 -2.04 -3.35
Si -3.54 -0.21 -3.31
C -2.25 0.18 -4.59
C -5.09 0.72 -3.81
C -3.18 0.27 -1.51
C -4.32 0.52 -0.74
C -4.23 0.91 0.58
C -2.97 1.04 1.12
N -1.85 0.77 0.44
C -1.95 0.40 -0.83
S -0.46 -0.05 -1.67
H -4.32 -2.33 -4.32
H -4.63 -2.32 -2.58
H -3.00 -2.63 -3.18
H -2.62 -0.17 -5.56
H -1.30 -0.31 -4.38
H -2.08 1.26 -4.66
H -5.25 0.61 -4.89
H -4.99 1.79 -3.59
H -5.98 0.35 -3.31
H -5.30 0.42 -1.19
H -5.11 1.12 1.18
H -2.83 1.36 2.15
O 0.57 4.93 0.34
C 0.98 3.80 0.23
O 0.30 2.80 -0.30
C 2.40 3.37 0.69
O 3.16 4.11 1.27
O 2.69 2.12 0.38
N -0.57 -0.79 6.20
C -1.12 -1.64 7.14
C -1.40 -1.49 8.50
C -1.96 -2.58 9.13
C -2.24 -3.78 8.45
C -1.96 -3.91 7.10
C -1.39 -2.82 6.44
N -1.01 -2.69 5.12
C -0.54 -1.48 5.02
C -0.02 -0.90 3.77
C -0.08 -1.64 2.60
C 0.37 -1.08 1.43
N 0.90 0.15 1.37
C 0.98 0.86 2.50
C 0.52 0.37 3.71
H -0.29 0.16 6.35
H -1.20 -0.57 9.03
H -2.20 -2.51 10.19
H -2.68 -4.60 8.99
H -2.16 -4.83 6.57
H -0.51 -2.64 2.60
H 0.29 -1.60 0.48
H 1.42 1.84 2.42
H 0.62 1.01 4.58
*
```

Results of the Mulliken charge analysis, in e, for atoms 1 through 6:
1 Cr 0.55
2 C -1.42
3 P 2.10
4 C -1.63
5 C 0.32
6 C -0.69

Entry 2
Molecular formula: C32H37CrN4O4P2SSi
Method: DFT, the ωB97M-V functional and the def2-TZVPD basis

Output
Kohn-Sham gap (spin up / spin down) = 7.03 / 7.06 eV
lowest unoccupied orbital energy (spin up / spin down) = -0.7 / -0.8 eV

Geometry as ORCA input:
```
! RIJCOSX wB97M-V def2-TZVPD def2/J DEFGRID3
* xyz 0 4
Cr -0.34 0.01 -0.31
C -1.68 3.26 0.05
P -0.57 2.08 0.91
C 0.68 3.31 1.45
C -1.52 1.65 2.41
C -2.22 2.62 3.12
C -3.01 2.29 4.21
C -3.10 0.97 4.62
C -2.41 -0.02 3.93
C -1.62 0.30 2.82
P -0.84 -1.02 1.81
C -2.31 -2.09 1.48
C -0.01 -2.15 2.99
H -1.75 4.19 0.60
H -2.67 2.83 -0.07
H -1.26 3.46 -0.94
H 0.18 4.05 2.08
H 1.06 3.81 0.56
H 1.50 2.87 2.00
H -2.17 3.66 2.80
H -3.56 3.06 4.74
H -3.71 0.70 5.47
H -2.50 -1.05 4.25
H -2.82 -2.36 2.41
H -2.00 -3.00 0.98
H -3.00 -1.54 0.84
H -0.72 -2.37 3.79
H 0.90 -1.73 3.41
H 0.22 -3.08 2.47
C 5.13 -1.03 -1.31
Si 5.49 -0.50 0.43
C 6.35 -1.93 1.28
C 6.66 0.96 0.37
C 4.09 0.00 1.63
C 4.54 0.30 2.92
C 3.67 0.63 3.95
C 2.34 0.63 3.66
N 1.85 0.37 2.44
C 2.67 0.09 1.42
S 2.00 -0.12 -0.20
H 6.08 -1.30 -1.79
H 4.66 -0.23 -1.89
H 4.47 -1.89 -1.35
H 7.28 -2.17 0.75
H 5.71 -2.82 1.27
H 6.60 -1.70 2.32
H 7.59 0.68 -0.14
H 6.92 1.32 1.37
H 6.21 1.79 -0.18
H 5.61 0.26 3.13
H 4.03 0.86 4.94
H 1.59 0.86 4.42
O -3.90 0.96 -1.89
C -2.75 0.81 -1.59
O -2.30 0.21 -0.50
C -1.57 1.32 -2.49
O -1.76 1.91 -3.53
O -0.39 1.02 -1.97
N -1.62 -5.93 -4.18
C -1.57 -7.29 -4.40
C -2.09 -8.12 -5.40
C -1.81 -9.47 -5.29
C -1.05 -9.98 -4.22
C -0.54 -9.16 -3.24
C -0.81 -7.79 -3.33
N -0.41 -6.75 -2.51
C -0.91 -5.67 -3.04
C -0.74 -4.32 -2.48
C -1.32 -3.19 -3.02
C -1.14 -1.96 -2.41
N -0.40 -1.80 -1.31
C 0.21 -2.89 -0.82
C 0.06 -4.15 -1.36
H -2.09 -5.26 -4.76
H -2.67 -7.72 -6.22
H -2.19 -10.15 -6.04
H -0.86 -11.05 -4.18
H 0.04 -9.55 -2.41
H -1.94 -3.23 -3.91
H -1.60 -1.09 -2.83
H 0.85 -2.72 0.03
H 0.55 -5.01 -0.92
*
```

Results of the Mulliken charge analysis, in e, for atoms 1 through 6:
1 Cr -0.79
2 C -1.79
3 P 2.26
4 C -1.26
5 C -0.06
6 C -0.56

Result of the stability comparison: entry 1 is the most stable of them.

Entry 1
Molecular formula: C2H7O2
Method: DFT, the ωB97M-V functional and the def2-TZVPD basis

Output
Kohn-Sham gap = 10.92 eV
lowest unoccupied orbital energy = -5.6 eV

Geometry as ORCA input:
```
! RIJCOSX wB97M-V def2-TZVPD def2/J DEFGRID3
* xyz 1 1
O -0.86 -1.17 -1.12
H -1.80 -1.32 -1.04
H 1.27 0.20 -0.97
H -0.53 -1.85 -1.71
C 1.20 0.67 0.01
C 0.04 0.25 0.75
O -0.95 1.04 0.90
H 2.13 0.31 0.46
H 1.17 1.76 -0.12
H -0.10 -0.70 1.25
H -1.57 0.81 1.60
*
```

Results of the Mulliken charge analysis, in e, for atoms 1 through 6:
1 O -0.58
2 H 0.31
3 H 0.33
4 H 0.31
5 C -1.00
6 C 0.46

Entry 2
Molecular formula: C2H7O2
Method: DFT, the ωB97M-V functional and the def2-TZVPD basis

Output
Kohn-Sham gap = 8.95 eV
lowest unoccupied orbital energy = -6.2 eV

Geometry as ORCA input:
```
! RIJCOSX wB97M-V def2-TZVPD def2/J DEFGRID3
* xyz 1 1
O -1.63 1.72 -0.93
H -0.63 0.79 1.29
H -2.32 1.17 -1.40
H -1.84 2.81 -1.52
O 0.32 0.37 0.76
C 0.35 -0.93 0.66
C 1.40 -1.59 -0.19
H -0.25 -1.58 1.64
H 2.06 -0.61 -0.36
H 2.05 -2.40 0.16
H 0.91 -1.82 -1.35
*
```

Results of the Mulliken charge analysis, in e, for atoms 1 through 6:
1 O -0.68
2 H 0.49
3 H 0.34
4 H 0.39
5 O -0.35
6 C 0.36

Result of the stability comparison: entry 1 is the most stable of them.

Entry 1
Molecular formula: C23H28N2O5
Method: DFT, the ωB97M-V functional and the def2-TZVPD basis

Output
Kohn-Sham gap = 7.11 eV
lowest unoccupied orbital energy = -0.8 eV

Geometry as ORCA input:
```
! RIJCOSX wB97M-V def2-TZVPD def2/J DEFGRID3
* xyz 0 1
C 6.86 0.59 -1.78
C 6.16 -0.30 -0.97
C 6.52 -1.38 -0.43
O 5.44 -2.04 0.35
C 4.37 -1.32 0.17
C 3.07 -1.36 1.01
C 2.13 -0.36 0.91
C 2.48 0.90 -0.20
C 3.69 0.99 -0.80
C 4.71 -0.09 -0.51
H 3.94 2.01 -1.31
C 1.37 1.98 -0.33
C 0.33 1.58 0.35
C 0.08 0.66 1.31
O -0.99 0.34 1.74
O 0.95 -0.39 1.49
C -0.80 2.58 0.47
H -0.49 3.70 0.40
H -1.26 2.79 1.30
C -1.82 2.47 -0.64
C -3.30 2.16 -0.45
O -4.29 2.70 -0.88
N -3.42 1.52 0.78
H -2.68 1.07 1.39
C -4.72 1.12 0.92
C -4.63 -0.54 1.44
N -4.47 -1.65 0.34
C -3.09 -1.34 -0.20
C -3.09 -2.79 -0.94
O -3.89 -2.75 -2.05
C -5.23 -2.48 -1.70
H -5.91 -2.55 -2.66
C -5.39 -1.31 -0.74
H -6.46 -1.45 -0.39
H -5.27 -0.51 -1.36
H -5.47 -3.28 -1.03
H -1.99 -2.82 -1.67
H -3.20 -3.63 -0.17
H -2.44 -1.52 0.68
H -3.01 -0.50 -0.70
H -5.61 -0.90 2.04
H -4.09 -0.70 2.44
H -5.53 1.16 0.41
H -5.05 1.33 2.11
H -1.90 3.28 -1.56
H -1.30 1.45 -1.28
C 1.83 2.93 -1.10
H 1.01 3.53 -1.22
H 2.05 2.76 -2.23
H 2.44 3.70 -0.71
C 2.81 -2.39 1.79
H 3.65 -3.07 1.85
H 2.11 -2.91 1.33
H 2.58 -2.18 2.93
H 7.39 -2.10 -0.36
H 7.83 0.25 -1.83
H 6.91 1.51 -1.48
H 6.21 0.72 -2.76
*
```

Results of the Mulliken charge analysis, in e, for atoms 1 through 6:
1 C -1.62
2 C 0.71
3 C -0.60
4 O -0.43
5 C -0.59
6 C 0.95

Entry 2
Molecular formula: C23H28N2O5
Method: DFT, the ωB97M-V functional and the def2-TZVPD basis

Output
Kohn-Sham gap = 8.44 eV
lowest unoccupied orbital energy = 0.0 eV

Geometry as ORCA input:
```
! RIJCOSX wB97M-V def2-TZVPD def2/J DEFGRID3
* xyz 0 1
C -3.04 -3.40 1.90
C -2.93 -2.64 0.63
C -3.93 -2.23 -0.19
O -3.48 -1.54 -1.28
C -2.14 -1.50 -1.17
C -1.23 -0.89 -2.01
C 0.11 -0.97 -1.66
C 0.57 -1.68 -0.53
C -0.38 -2.27 0.31
C -1.72 -2.17 0.01
H -0.08 -2.79 1.21
C 2.00 -1.76 -0.32
C 2.82 -1.07 -1.15
C 2.30 -0.24 -2.23
O 2.96 0.49 -2.93
O 0.96 -0.29 -2.47
C 4.32 -1.02 -1.03
H 4.68 -1.82 -0.38
H 4.76 -1.14 -2.02
C 4.78 0.33 -0.45
C 3.96 0.64 0.78
O 4.13 0.09 1.85
N 2.99 1.56 0.59
H 2.86 1.96 -0.32
C 2.06 1.94 1.63
H 2.08 3.02 1.76
C 0.62 1.48 1.37
C -0.02 2.27 0.22
N -1.39 1.86 -0.06
C -1.86 2.50 -1.28
C -3.30 2.07 -1.58
O -4.17 2.38 -0.52
C -3.72 1.75 0.66
C -2.30 2.19 1.03
H -2.00 1.65 1.93
H -2.30 3.27 1.24
H -4.42 2.03 1.44
H -3.74 0.66 0.53
H -3.68 2.61 -2.45
H -3.33 0.99 -1.78
H -1.21 2.21 -2.10
H -1.83 3.60 -1.18
H 0.03 3.35 0.45
H 0.55 2.09 -0.69
H 0.60 0.42 1.13
H 0.06 1.64 2.29
H 2.43 1.46 2.54
H 4.65 1.11 -1.21
H 5.83 0.26 -0.17
C 2.58 -2.58 0.79
H 3.27 -3.31 0.39
H 1.82 -3.12 1.34
H 3.12 -1.94 1.48
H -1.53 -0.36 -2.90
H -4.99 -2.35 -0.12
H -2.50 -4.34 1.82
H -4.08 -3.61 2.13
H -2.60 -2.83 2.72
*
```

Results of the Mulliken charge analysis, in e, for atoms 1 through 6:
1 C -1.48
2 C 0.68
3 C -0.86
4 O -0.48
5 C -0.47
6 C -0.50

Result of the stability comparison: entry 2 is the most stable of them.

Entry 1
Molecular formula: C2H6ClNO
Method: DFT, the ωB97M-V functional and the def2-TZVPD basis

Output
Kohn-Sham gap = 9.16 eV
lowest unoccupied orbital energy = 0.2 eV

Geometry as ORCA input:
```
! RIJCOSX wB97M-V def2-TZVPD def2/J DEFGRID3
* xyz 0 1
C 0.57 -0.68 -0.93
C -0.39 -0.03 0.05
N -0.21 -0.51 1.30
O 0.24 2.06 -0.23
Cl -2.03 -0.12 -0.40
H 1.46 -0.16 -0.94
H 0.94 -1.68 -0.50
H 0.03 -0.64 -1.83
H 0.76 -0.66 1.46
H -0.85 -0.25 2.00
H -0.51 2.69 0.02
*
```

Results of the Mulliken charge analysis, in e, for atoms 1 through 6:
1 C -1.29
2 C 0.85
3 N -0.38
4 O -0.73
5 Cl -0.16
6 H 0.38

Entry 2
Molecular formula: C2H6ClNO
Method: DFT, the ωB97M-V functional and the def2-TZVPD basis

Output
Kohn-Sham gap = 10.85 eV
lowest unoccupied orbital energy = 0.8 eV

Geometry as ORCA input:
```
! RIJCOSX wB97M-V def2-TZVPD def2/J DEFGRID3
* xyz 0 1
C -0.38 -0.68 0.92
C 0.41 -0.06 -0.23
N -0.12 -0.26 -1.52
O 0.18 1.74 -0.01
Cl 2.13 -0.21 0.02
H -1.10 -1.32 0.48
H 0.17 -1.47 1.36
H -0.74 0.07 1.52
H -1.14 0.04 -1.35
H 0.47 0.32 -2.17
H 0.11 1.84 0.96
*
```

Results of the Mulliken charge analysis, in e, for atoms 1 through 6:
1 C -1.33
2 C 0.77
3 N -0.62
4 O -0.63
5 Cl -0.15
6 H 0.42

Result of the stability comparison: entry 2 is the most stable of them.